1.
C29H18Cl3GeN4O3PS3V | wB97M-V/def2-TZVPD

- charge = +1
- HOMO (spin up / spin down) (eV) = -11.768 / -11.527
- gap between HOMO and LUMO (spin up / spin down) (hartree) = 0.2414 / 0.2679
- molar mass (g mol⁻¹) = 827.58

Each line ends with the Mulliken charge.
Cartesian coordinates (Å):
V  0.075  -0.139  -0.016  -0.52
S  -1.061  0.962  1.749  -0.30
C  -1.149  -0.719  2.135  0.28
N  -0.292  -1.501  1.498  0.95
C  -0.425  -2.839  1.862  -1.22
C  0.371  -3.899  1.437  -0.27
C  0.070  -5.163  1.906  -0.88
C  -0.988  -5.373  2.793  -0.65
C  -1.760  -4.320  3.248  -0.44
C  -1.463  -3.049  2.774  1.36
S  -2.241  -1.539  3.173  -0.22
H  1.207  -3.730  0.775  0.35
H  0.675  -6.004  1.594  0.48
H  -1.195  -6.374  3.149  0.43
H  -2.562  -4.482  3.955  0.49
O  -1.059  2.870  -3.005  -0.65
S  -0.541  1.662  -2.500  1.48
O  1.050  1.838  -2.552  -0.50
O  -0.906  1.302  -1.137  -0.64
C  -0.903  0.322  -3.596  0.82
C  -1.054  0.741  -4.912  -0.81
C  -1.428  -0.162  -5.893  -0.78
C  -1.675  -1.478  -5.542  -0.80
C  -1.515  -1.889  -4.226  -0.78
C  -1.110  -1.015  -3.221  -0.21
P  -0.845  -1.790  -1.570  2.45
C  -2.495  -2.275  -1.025  0.81
C  -2.743  -3.432  -0.287  -0.04
C  -4.016  -3.667  0.213  -0.98
C  -5.034  -2.750  0.001  -0.78
C  -4.785  -1.586  -0.716  -0.78
C  -3.521  -1.347  -1.227  -0.89
C  0.172  -3.245  -1.898  1.20
C  -0.393  -4.453  -2.316  -0.45
C  0.419  -5.543  -2.583  -1.00
C  1.797  -5.437  -2.444  -0.73
C  2.364  -4.238  -2.036  -0.57
C  1.557  -3.146  -1.760  -0.86
H  -0.900  1.782  -5.162  0.57
H  -1.538  0.172  -6.915  0.44
H  -1.988  -2.195  -6.289  0.48
H  -1.701  -2.926  -3.984  0.42
H  -1.954  -4.144  -0.088  0.53
H  -4.207  -4.573  0.773  0.48
H  -6.024  -2.941  0.393  0.43
H  -5.575  -0.866  -0.880  0.48
H  -3.339  -0.438  -1.789  0.31
H  -1.465  -4.555  -2.422  0.46
H  -0.025  -6.476  -2.902  0.46
H  2.428  -6.290  -2.654  0.45
H  3.436  -4.142  -1.926  0.53
H  2.020  -2.229  -1.426  0.10
N  1.355  0.043  -1.115  0.41
C  1.882  0.866  -2.013  0.36
C  3.168  0.841  -2.457  0.76
C  3.644  1.785  -3.408  -0.16
N  4.028  2.548  -4.176  -0.45
C  4.018  -0.210  -2.011  -0.23
N  4.668  -1.102  -1.690  -0.49
Cl  2.802  1.973  1.305  -0.29
Ge  1.876  0.088  1.739  1.12
Cl  3.227  -1.525  1.359  -0.27
Cl  1.541  -0.007  3.850  -0.26

---

2.
C21H23Cl2N3O | wB97M-V/def2-TZVPD

- HOMO (eV) = -8.166
- gap between HOMO and LUMO (hartree) = 0.3116
- SMILES = CCCN(CCC)C(=O)Cc1c(-c2ccc(Cl)cc2)nc2ccc(Cl)cn12
- molar mass (g mol⁻¹) = 404.34

Each line ends with the Mulliken charge.
Cartesian coordinates (Å):
C  3.273  0.391  1.734  -1.14
C  2.872  0.411  0.265  -0.10
H  3.024  -0.579  -0.170  0.30
H  3.507  1.108  -0.284  0.36
C  1.404  0.824  0.100  -0.50
N  0.991  0.854  -1.286  0.47
C  0.498  -0.192  -1.980  0.61
O  0.221  -0.113  -3.164  -0.72
C  0.248  -1.496  -1.215  -0.61
C  -0.978  -1.381  -0.375  -0.35
C  -1.171  -1.481  0.999  1.27
N  -2.450  -1.184  1.327  -0.85
C  -3.072  -0.923  0.196  0.25
C  -4.409  -0.577  -0.043  -0.98
C  -4.824  -0.353  -1.323  -0.24
C  -3.901  -0.472  -2.386  -0.10
C  -2.597  -0.809  -2.165  -0.14
N  -2.194  -1.028  -0.889  0.07
H  -1.869  -0.889  -2.956  0.57
Cl  -4.434  -0.186  -4.002  -0.22
H  -5.845  -0.086  -1.542  0.46
H  -5.075  -0.500  0.800  0.49
C  -0.201  -1.821  2.036  0.15
C  0.786  -2.786  1.838  -0.12
C  1.702  -3.069  2.834  -0.93
C  1.631  -2.390  4.040  0.36
C  0.637  -1.450  4.268  -0.76
C  -0.274  -1.173  3.267  -0.38
H  -1.059  -0.450  3.426  0.49
H  0.583  -0.943  5.218  0.42
Cl  2.789  -2.729  5.280  -0.22
H  2.466  -3.815  2.679  0.42
H  0.820  -3.345  0.915  0.61
H  1.102  -1.750  -0.594  0.09
H  0.115  -2.276  -1.972  0.30
C  1.145  2.115  -1.991  -1.25
C  -0.085  3.008  -1.815  0.06
C  0.059  4.307  -2.594  -1.41
H  0.165  4.100  -3.656  0.33
H  0.935  4.860  -2.261  0.34
H  -0.818  4.935  -2.451  0.39
H  -0.961  2.462  -2.168  0.18
H  -0.231  3.227  -0.754  0.31
H  2.041  2.620  -1.620  0.35
H  1.278  1.889  -3.051  0.50
H  0.767  0.149  0.674  -0.48
H  1.267  1.827  0.510  0.47
H  3.156  1.378  2.175  0.35
H  4.311  0.089  1.840  0.41
H  2.651  -0.308  2.289  0.12

---

3.
C25H36N7O2 | wB97M-V/def2-TZVPD

- charge = +1
- HOMO (eV) = -11.553
- gap between HOMO and LUMO (hartree) = 0.3023
- molar mass (g mol⁻¹) = 466.61

Each line ends with the Mulliken charge.
Cartesian coordinates (Å):
C  5.952  0.484  -0.818  -1.09
C  4.448  0.292  -0.694  0.59
O  4.032  -0.616  -0.088  -0.47
O  3.544  1.145  -1.260  -0.16
C  3.894  2.540  -1.141  -0.63
C  2.666  3.443  -0.913  -0.92
C  1.337  2.915  -1.539  -0.70
C  0.252  2.677  -0.462  -1.28
C  0.166  1.224  0.064  0.49
C  -1.018  1.029  0.997  -0.71
C  -2.344  1.045  0.247  -1.03
N  -2.290  0.445  -1.119  -0.32
C  -1.070  -0.219  -1.381  0.27
N  -1.169  -1.400  -2.010  -0.22
N  0.133  0.278  -1.091  0.59
N  1.157  -0.688  -1.001  -0.61
H  6.181  1.422  -1.335  0.33
H  6.343  0.573  0.198  0.31
H  6.418  -0.340  -1.355  0.34
H  4.539  2.649  -0.259  0.46
H  4.479  2.844  -2.017  0.33
H  2.552  3.631  0.158  0.44
H  2.898  4.393  -1.403  0.33
H  0.955  3.718  -2.179  0.45
H  1.504  2.059  -2.198  0.40
H  -0.734  2.964  -0.854  0.40
H  0.463  3.312  0.404  0.48
H  1.049  1.038  0.679  0.13
H  -0.959  0.075  1.535  0.35
H  -1.066  1.795  1.774  0.49
H  -2.752  2.058  0.189  0.42
H  -3.094  0.479  0.833  0.27
H  -2.346  1.238  -1.762  0.39
H  -1.616  -1.376  -2.929  0.31
H  -0.768  -2.244  -1.638  0.24
H  1.589  -0.879  -1.895  0.12
H  0.878  -1.527  -0.509  0.24
N  -1.140  -2.316  -5.134  -0.27
C  0.154  -2.639  -5.059  0.20
C  0.870  -3.200  -6.102  -0.70
C  0.207  -3.446  -7.293  -0.15
C  -1.135  -3.121  -7.393  -0.54
C  -1.759  -2.559  -6.291  -0.23
H  0.632  -2.432  -4.106  0.18
H  1.918  -3.439  -5.984  0.36
H  0.731  -3.885  -8.133  0.38
H  -1.687  -3.298  -8.305  0.37
H  -2.807  -2.286  -6.325  0.38
N  0.682  0.351  3.681  -0.13
C  0.013  0.665  4.792  -0.03
C  0.567  0.632  6.061  -0.94
C  1.891  0.248  6.188  -0.10
C  2.606  -0.084  5.048  -0.83
C  1.959  -0.015  3.825  -0.11
H  -1.023  0.958  4.645  0.46
H  -0.024  0.900  6.926  0.37
H  2.361  0.208  7.162  0.39
H  3.641  -0.389  5.106  0.38
H  2.480  -0.263  2.906  0.52
N  -6.174  -0.883  4.927  -0.55
C  -6.661  -1.287  3.753  -0.23
C  -5.872  -1.566  2.647  -0.46
C  -4.501  -1.413  2.769  -0.26
C  -3.974  -0.994  3.979  -0.24
C  -4.853  -0.745  5.023  -0.28
H  -7.739  -1.388  3.707  0.35
H  -6.320  -1.893  1.719  0.36
H  -3.849  -1.621  1.928  0.52
H  -2.908  -0.863  4.112  0.45
H  -4.488  -0.418  5.991  0.36

---

4.
C4H6N2OS | wB97M-V/def2-TZVPD

- HOMO (eV) = -6.852
- gap between HOMO and LUMO (hartree) = 0.2507
- molar mass (g mol⁻¹) = 130.17

Each line ends with the Mulliken charge.
Cartesian coordinates (Å):
C  -1.341  -0.025  0.548  0.57
C  -0.577  1.747  -1.008  0.37
C  -2.021  -0.896  1.461  -0.97
C  2.431  -0.393  -0.573  -0.60
N  -0.663  0.509  -0.262  -0.04
N  1.324  0.231  -1.224  -0.42
O  -1.588  2.304  -1.281  -0.50
S  1.098  1.775  -1.415  -0.05
H  -2.793  -1.524  1.001  0.31
H  -2.507  -0.102  1.988  0.29
H  -1.345  -1.654  1.930  0.28
H  3.243  -0.410  -1.234  0.29
H  2.718  -0.105  0.486  0.25
H  2.021  -1.456  -0.417  0.22

---

Taking the records one at a time from the top gives maximum force values of 0.7; 1.0; 3.5; 5.1 eV Å⁻¹.